# 1
Molecular formula: C5H5N3S2
Method: DFT, ωB97M-V/def2-TZVPD

Structure (XYZ):
```
15
Properties=species:S:1:pos:R:3:forces:R:3
C 1.45867 -0.13189 0.22615 -2.256 -1.419 -0.461
C -0.04538 1.41375 -0.07567 -0.306 1.546 0.008
C 0.19727 -0.66629 0.09676 -0.612 0.270 0.336
C -0.34025 -3.21378 0.10108 -0.120 3.287 0.079
C -0.24030 -1.99918 0.13932 0.862 -3.072 -0.155
N -0.75561 0.30462 -0.07602 1.353 1.246 -0.044
N 1.28253 1.18900 0.09623 1.783 2.824 -0.302
N -3.46088 0.43120 -0.16810 -0.526 -2.230 -0.214
S -3.94141 1.78846 0.51412 0.249 0.587 -0.007
S -4.34144 -0.92828 -0.47213 0.259 0.686 -0.030
H 2.27501 -0.76439 0.24514 2.048 -0.259 0.272
H -0.36992 2.46572 -0.14053 -0.235 -0.952 -0.079
H -0.64369 -4.18836 -0.04319 -0.245 -1.470 -0.016
H 2.03608 1.96466 0.03875 -1.925 -2.107 0.266
H -2.43540 0.20472 -0.34100 -0.330 1.061 0.346
```
Positions in Å, forces in eV/Å.

Values from the calculation:
Lowest unoccupied orbital energy in eV: -1.077
Energy above the lowest of the compared OMol25 structures with the same formula, charge and spin in eV: 2.591
SMILES: C#Cc1c[nH]cn1.S=[NH+][S-]
HOMO energy in eV: -8.376

---

# 2
Molecular formula: C5H5N4O3
Method: DFT, ωB97M-V/def2-TZVPD

Structure (XYZ):
```
17
Properties=species:S:1:pos:R:3:forces:R:3
C -3.60238 -0.34790 0.18997 -0.771 -0.187 -0.039
C 1.16111 -0.15516 -0.14311 -2.243 2.335 1.071
C 1.23225 2.15471 -0.12316 1.010 1.200 0.843
C -1.31261 -0.53163 0.11567 0.362 -1.198 -0.086
C 1.46795 -1.56362 -0.04204 2.155 -0.461 -3.007
N -4.56377 -0.94806 0.18492 -1.699 -0.847 0.151
N 1.92654 0.96467 -0.09736 3.247 -3.077 0.102
N -0.10511 0.27358 -0.15033 0.867 2.599 -0.164
N -2.43080 0.21853 0.10777 3.292 3.801 -0.216
O 1.64771 3.25873 -0.04326 -0.151 -0.411 -0.321
O -1.16502 -1.71568 0.25707 -0.706 1.559 -0.092
O -0.05602 1.82232 -0.12984 -2.665 -3.409 -0.270
H 0.69490 -2.32173 -0.33213 0.965 1.148 0.617
H 2.02822 -1.70661 0.83797 0.139 -0.570 1.683
H 2.35185 -1.59286 -0.75286 -0.813 -0.576 0.194
H 2.97625 0.90572 0.08360 -1.925 0.389 -0.600
H -2.25107 1.28500 0.03713 -1.065 -2.297 0.135
```
Positions in Å, forces in eV/Å.

Values from the calculation:
Lowest unoccupied orbital energy in eV: -5.461
Total charge: +1
Energy above the lowest of the compared OMol25 structures with the same formula, charge and spin in eV: 1.328
SMILES: Cc1[nH]c(=O)o[n+]1C(=O)NC#N
HOMO energy in eV: -14.992

---

# 3
Molecular formula: C5H5NO
Method: DFT, ωB97M-V/def2-TZVPD

Structure (XYZ):
```
12
Properties=species:S:1:pos:R:3:forces:R:3
C -0.11146 1.15739 -1.07659 0.990 1.074 0.263
C 0.28361 -0.67225 -0.25068 -0.031 -0.219 1.036
C 0.39257 -1.57824 0.78633 0.648 0.927 -2.170
C -0.48483 0.34249 1.59554 0.938 -0.033 0.497
C -0.24160 0.52503 0.29118 -0.337 -0.064 -0.654
H 0.65128 1.97465 -1.09963 -0.766 -0.492 -0.115
H -1.02603 1.46136 -1.56324 -0.227 0.059 -0.189
H -0.04533 -0.56391 -2.28675 -0.197 -0.220 -0.429
H 0.84422 -2.56693 0.82910 -0.449 0.362 0.489
H -0.74114 0.95590 2.46130 -0.076 -0.400 -0.507
N 0.50553 -0.11350 -1.58103 0.123 -0.525 0.678
O -0.02682 -0.92198 1.89446 -0.617 -0.469 1.100
```
Positions in Å, forces in eV/Å.

Values from the calculation:
Lowest unoccupied orbital energy in eV: 1.040
Energy above the lowest of the compared OMol25 structures with the same formula, charge and spin in eV: 2.991
HOMO energy in eV: -8.338

---

energy above the lowest of the compared OMol25 structures with the same formula, charge and spin of number 2 (C5H5N4O3)? 1.328 eV